DFT (ωB97M-V/def2-TZVPD) results for a gas-phase ion, C27H30Cl2N3S (charge +1) at a distorted geometry.

Geometry as XYZ:
```
63
Properties=species:S:1:pos:R:3:forces:R:3:nbo_charge:R:1
C -1.1874 1.3809 1.1026 -0.0127 -0.2001 1.0999 -0.62
C -0.4696 0.9052 -0.1677 1.4941 1.3938 0.7705 -0.30
C 0.5312 -0.1817 0.2467 1.6081 0.2926 1.0176 0.35
N 1.8669 -0.1397 0.3651 -2.8025 0.2892 0.1400 -0.30
C 2.6813 -1.3364 0.7861 1.3532 -0.7033 0.1443 0.26
C 2.4190 -2.5536 -0.0828 0.0322 0.0386 -0.4678 -0.63
C 2.5262 -1.7176 2.2518 -0.0145 0.2566 0.3048 -0.63
N 4.0922 -0.9143 0.6028 -1.1391 0.2748 0.1963 -0.46
C 4.1594 0.3392 0.3946 -0.4155 -1.1389 -0.0095 0.14
S 5.7049 1.1664 0.3343 0.3668 -0.5258 0.3769 0.31
C 6.7031 -0.1994 1.1975 -0.1421 0.5239 -0.2131 -0.58
C 8.1510 0.0773 1.1404 1.7078 0.5951 -0.2440 0.23
N 9.2962 0.3044 1.0960 -2.5373 -0.5205 0.1097 -0.24
C 2.7920 1.0397 0.2685 0.7672 0.5426 -0.8107 0.05
C 2.6630 1.9850 1.4589 -0.2914 0.1145 0.3665 -0.62
C 2.7003 1.7370 -1.0936 0.1116 0.0364 -0.1380 -0.62
C -1.5036 0.6103 -1.2401 -1.6651 -0.4758 -2.1092 -0.27
C -2.6600 -0.2810 -0.8089 0.0289 -1.0813 -0.1848 -0.19
C -2.5459 -1.5754 -0.4407 0.1157 1.2015 -0.5500 -0.18
C -3.5927 -2.3765 0.1747 -0.9366 -1.0739 0.2730 -0.11
C -3.2946 -3.7255 0.4763 -0.0763 0.6148 -0.0942 -0.18
C -4.1841 -4.5369 1.1630 -0.5159 0.0173 0.1715 -0.23
C -5.4349 -4.0231 1.5466 0.9215 0.8001 -0.6004 -0.03
Cl -6.5189 -5.0026 2.4369 -0.2397 -0.1699 0.1412 0.05
C -5.7821 -2.6980 1.2200 0.3493 -0.2659 -0.1254 -0.24
C -4.8728 -1.8868 0.5325 0.3684 -0.4396 0.0490 -0.13
C -2.1085 1.9216 -1.9042 0.7535 -0.7201 0.1697 -0.04
C -1.3158 2.5541 -2.8668 -0.3001 0.4685 0.1629 -0.20
C -1.7446 3.7277 -3.4982 -0.0344 -0.4219 0.1680 -0.22
C -3.0223 4.2301 -3.2393 0.4169 -0.8444 0.3999 -0.03
Cl -3.5853 5.6122 -4.0809 -0.0837 0.2596 -0.0738 0.05
C -3.8495 3.5657 -2.3347 0.1495 -0.0835 -0.1017 -0.24
C -3.3946 2.4218 -1.6727 -0.0266 0.0972 0.2339 -0.15
H -1.7546 2.3119 0.9642 0.2162 -0.3158 -0.4049 0.26
H -1.8835 0.6265 1.4959 0.2075 0.1462 -0.2053 0.24
H -0.4627 1.5862 1.8932 -0.0234 0.0357 0.0669 0.21
H 0.1474 1.7663 -0.4809 -0.3947 -0.3974 -0.2061 0.24
H 0.0701 -1.0532 0.7444 0.3526 -0.0929 -0.8369 0.23
H 3.1689 -3.3185 0.1654 -0.3313 0.2611 -0.0126 0.26
H 1.4173 -2.9580 0.1025 0.1730 0.0162 -0.1357 0.22
H 2.5507 -2.3005 -1.1443 -0.1724 -0.1190 0.2474 0.23
H 3.2542 -2.5114 2.4683 -0.2919 0.2092 -0.1129 0.26
H 2.7628 -0.8747 2.9119 -0.1649 -0.1509 -0.1084 0.22
H 1.5218 -2.0930 2.4607 0.0506 0.0441 0.0604 0.22
H 6.3681 -0.2087 2.2450 0.1183 -0.1170 -0.4056 0.27
H 6.4605 -1.1464 0.7017 0.1258 0.3205 0.1936 0.29
H 3.4458 2.7594 1.3826 -0.3938 -0.3168 -0.0088 0.26
H 1.6770 2.4701 1.4952 0.2999 -0.0985 -0.0415 0.23
H 2.8302 1.4307 2.3979 -0.1177 0.2946 -0.3015 0.23
H 3.6220 2.3232 -1.2501 -0.4328 -0.1345 0.0493 0.25
H 2.6499 0.9779 -1.8910 -0.0366 0.3545 0.2020 0.23
H 1.8381 2.4155 -1.1529 0.3689 -0.1923 -0.0647 0.23
H -1.0494 0.0640 -2.0886 0.2219 0.3479 0.2799 0.23
H -3.6698 0.0904 -1.0072 0.4214 0.0681 0.7648 0.21
H -1.6104 -2.1050 -0.6356 0.1097 0.1603 0.4672 0.19
H -2.3297 -4.1212 0.1517 -0.2397 0.0173 0.1959 0.21
H -3.9259 -5.5668 1.4176 -0.1044 0.3403 -0.1241 0.24
H -6.7594 -2.3204 1.5214 0.2889 -0.0676 -0.1394 0.24
H -5.1492 -0.8648 0.2651 0.0183 -0.3047 0.2495 0.21
H -0.3610 2.1016 -3.1391 -0.1054 0.2758 0.0672 0.21
H -1.0995 4.2265 -4.2084 -0.0722 -0.0103 -0.0705 0.24
H -4.8590 3.9323 -2.1707 0.1780 -0.0676 0.0321 0.24
H -4.0900 1.9299 -0.9808 0.4190 0.3413 -0.2701 0.21
```
Positions in Å, forces in eV/Å.

Charge: +1
LUMO level, hartree: -0.162
Molecular weight, u: 499.53
Calculated total energy, a.u.: -2529.4056
Energy relative to the best compared isomer or geometry (same formula, charge and spin), kcal per mole: 15.3
SMILES string: C[C@@H](/C=[N+]1/C(C)(C)N=C(SCC#N)C1(C)C)[C@@H](/C=C/c1ccc(Cl)cc1)c1ccc(Cl)cc1
HOMO-LUMO gap, Eh: 0.234
Max |F|, Eh/bohr: 0.0549